Molecular formula: C21H20N2O6S
Method: DFT, ωB97M-V with the def2-TZVPD basis set

```
! RIJCOSX wB97M-V def2-TZVPD def2/J DEFGRID3
* xyz 0 1
C 2.984 1.813 -3.533
N 1.497 2.027 -3.618
C 0.894 2.077 -4.960
C -0.343 1.932 -5.200
C -0.833 2.157 -6.405
C 0.049 2.274 -7.654
C 1.505 2.460 -7.496
C 1.740 2.547 -6.156
H 2.811 2.743 -6.055
H 1.950 2.716 -8.218
H -0.606 2.198 -8.772
H -2.037 1.864 -6.794
H -0.908 1.875 -4.295
S 0.824 2.983 -2.570
O -0.525 3.549 -2.849
O 1.925 4.042 -2.268
C 0.960 1.890 -1.105
C 1.603 2.099 -0.053
C 1.306 1.150 1.067
C 0.734 -0.058 0.780
C -0.048 -0.102 -0.343
C 0.102 0.617 -1.541
H -0.525 0.476 -2.355
H -0.508 -1.225 -0.537
C 0.322 -0.870 1.918
O -0.159 -1.993 1.943
O 1.529 -0.617 3.060
C 1.290 -1.697 4.015
H 1.497 -2.683 3.577
H 2.465 -1.508 4.569
C 0.196 -1.425 5.047
O 0.487 -0.865 6.203
N -0.929 -1.768 4.607
H -0.910 -2.007 3.709
C -2.040 -1.586 5.421
C -2.927 -3.093 5.451
C -3.948 -3.362 4.878
C -3.875 -5.001 5.231
C -3.089 -4.991 6.224
O -2.334 -3.941 6.214
H -2.697 -5.919 6.962
H -4.640 -5.649 4.780
H -4.331 -2.946 3.978
H -2.652 -0.825 5.005
H -1.842 -1.224 6.312
H 1.989 1.341 2.097
H 2.168 3.010 0.162
H 3.620 2.801 -3.541
H 3.163 1.144 -4.217
H 3.096 1.571 -2.678
*
```

Results
- DFT total energy (Ha) = -1770.7174
- lowest unoccupied orbital energy (Ha) = -0.051
- HOMO level (eV) = -8.8
- ΔE to the lowest compared entry with this formula, charge and spin (kcal per mole) = 466.2
- strongest force on any atom (eV/Å) = 16.6
- Kohn-Sham gap (eV) = 7.4